Entry from the OMol25 dataset: C16H26N2OS in the gas phase at a distorted geometry (ωB97M-V with the def2-TZVPD basis set).

CARTESIAN COORDINATES (ANGSTROEM)
C: 4.22132 0.06442 0.22080
H: 4.92681 -0.51986 0.80798
C: 3.10850 0.61058 1.10729
C: 2.33397 -0.51301 1.79188
C: 1.26236 -0.01721 2.76361
C: 0.20417 0.84839 2.07895
C: -1.10286 0.96416 2.86667
C: -1.94690 -0.31222 2.89315
C: -2.41031 -0.81785 1.52659
C: -3.55369 -0.01141 0.89980
C: -3.28371 1.43719 0.58193
O: -3.93781 2.36118 1.01752
N: -2.28718 1.70403 -0.32150
N: -1.44467 0.79143 -0.80879
C: -0.49272 1.14856 -1.58108
C: 0.47064 0.19924 -2.02904
C: 1.54764 0.40673 -2.85270
C: 2.32364 -0.74918 -3.04322
C: 1.85097 -1.83698 -2.36841
S: 0.41556 -1.45009 -1.47874
C: 2.42081 -3.20862 -2.32456
H: 3.30396 -3.26668 -2.95624
H: 2.69969 -3.47530 -1.30515
H: 1.69091 -3.93990 -2.67009
H: 3.20756 -0.77607 -3.65580
H: 1.77092 1.35878 -3.30036
H: -0.34989 2.18844 -1.89831
H: -2.15279 2.69265 -0.55569
H: -3.82693 -0.49289 -0.04266
H: -4.42038 -0.02618 1.56365
H: -1.57431 -0.85974 0.83175
H: -2.78046 -1.83843 1.65242
H: -1.37110 -1.10860 3.36977
H: -2.82366 -0.12802 3.51879
H: -1.70123 1.77307 2.44454
H: -0.86966 1.24271 3.89773
H: 0.60566 1.85353 1.93181
H: -0.00274 0.43172 1.09400
H: 1.73215 0.54871 3.57150
H: 0.78382 -0.89065 3.20952
H: 1.85866 -1.13371 1.02813
H: 3.03958 -1.14457 2.33825
H: 2.42751 1.20466 0.49524
H: 3.53739 1.26871 1.86653
H: 3.80856 -0.57574 -0.55621
H: 4.76383 0.87634 -0.25838

Its LUMO energy is 0.11 eV. Its largest force on an atom is 1.3 eV/Å. The value obtained for the HOMO energy is -0.2984 Eh. The total charge is 0. Its structure (SMILES) is CCCCCCCCCC(=O)N/N=C/c1ccc(C)s1. Its HOMO-LUMO gap is 8.2 eV.

---

Entry from the OMol25 dataset: a molecular structure, C51H66BN10Re at a distorted geometry (ωB97M-V with the def2-TZVPD basis set).

CARTESIAN COORDINATES (ANGSTROEM)
Re: -0.50131 -0.93615 0.15789
C: -4.04639 -5.95970 -1.36923
C: -4.33041 -5.00519 -0.20132
C: -3.71784 -3.65544 -0.41406
C: -4.26895 -2.57965 -1.01750
C: -5.66540 -2.43010 -1.52697
C: -6.56339 -1.70732 -0.51184
C: -3.26786 -1.49845 -1.01765
C: -3.38021 -0.27503 -1.57533
C: -2.34310 0.79552 -1.55106
C: -2.69929 2.29774 -1.02961
C: -4.18639 2.48236 -0.76538
C: -5.01137 2.67960 -2.03928
C: -0.88550 3.53319 -1.36616
C: 0.15192 2.39929 -0.97883
C: 1.63224 2.68032 -0.97487
C: 2.72672 1.97550 -0.68841
N: 1.10724 -0.02066 0.61287
C: 2.47532 -0.28109 0.64648
C: 2.79964 -1.70477 0.98874
C: 1.88005 -2.69157 1.04020
N: 0.49047 -2.60631 0.76438
C: -0.05267 -3.84629 0.83256
C: -1.37573 -4.15825 0.52787
C: -2.34796 -3.29736 -0.02589
N: -2.13162 -2.01295 -0.34451
C: 0.99333 -4.79581 1.25081
C: 2.14792 -4.10890 1.36745
C: 3.50608 -4.64116 1.69475
C: 4.33059 -4.92793 0.43152
C: 0.75393 -6.26059 1.43905
C: 0.68279 -7.01926 0.10575
C: 4.48625 1.25072 0.30597
C: 4.03066 2.58234 -0.25053
C: 4.73121 3.75876 -0.85895
C: 4.97541 3.57798 -2.35673
C: 5.86287 0.67309 0.52364
C: 6.62309 0.24790 -0.73400
N: -1.09825 0.37885 -0.98688
C: -0.41321 4.93555 -1.63487
C: 0.28718 5.05112 -2.98912
H: -4.51982 -6.92834 -1.20588
H: -2.97276 -6.12146 -1.48803
H: -4.42503 -5.54460 -2.30425
H: -3.94562 -5.43591 0.72543
H: -5.40750 -4.89624 -0.06723
H: -6.07947 -3.41482 -1.74726
H: -5.65622 -1.87607 -2.46812
H: -6.61456 -2.26772 0.42305
H: -7.57598 -1.59532 -0.90088
H: -6.17198 -0.71347 -0.28356
H: -4.32195 -0.05251 -2.06270
H: -4.35420 3.33479 -0.10854
H: -4.54863 1.60854 -0.21465
H: -4.82397 3.66278 -2.47388
H: -6.07891 2.61247 -1.82515
H: -4.77678 1.93620 -2.80683
H: 1.83498 3.75129 -1.03608
H: 3.83126 -1.96694 1.19799
H: -1.67336 -5.18885 0.66832
H: 3.40351 -5.55658 2.27817
H: 4.03584 -3.92525 2.32589
H: 3.83181 -5.67135 -0.19132
H: 5.31961 -5.30615 0.69053
H: 4.45570 -4.02364 -0.16779
H: -0.17892 -6.40260 1.99071
H: 1.54864 -6.68250 2.05428
H: -0.09421 -6.60967 -0.54250
H: 0.46616 -8.07469 0.27339
H: 1.63128 -6.94792 -0.42911
H: 5.67551 3.92613 -0.33499
H: 4.12179 4.65386 -0.69650
H: 5.59385 2.70012 -2.55277
H: 5.48660 4.44691 -2.77189
H: 4.03213 3.45093 -2.89141
H: 5.77008 -0.17297 1.21157
H: 6.45887 1.42098 1.05281
H: 6.20210 -0.64347 -1.19520
H: 7.66099 0.02841 -0.48278
H: 6.62433 1.04530 -1.47920
H: 0.24349 5.27345 -0.82611
H: -1.28008 5.60294 -1.62148
H: 1.11724 4.34573 -3.07547
H: 0.67972 6.05589 -3.14786
H: -0.41160 4.83618 -3.80091
C: -1.39483 1.07658 -4.11104
C: -1.49656 1.51535 -2.68502
C: -1.96588 2.90186 -2.26708
C: -1.61331 3.08134 -0.08162
C: -2.21112 4.08169 0.87340
N: -0.43109 2.33105 0.35986
N: -0.29517 1.20601 -1.81398
B: 0.11438 2.37770 1.79099
N: 1.67152 1.88428 1.83782
N: 1.77683 0.47035 1.73506
C: 3.26012 0.55797 -0.32850
C: 3.52386 -0.21676 -1.61516
C: 4.01509 2.32693 1.28215
C: 2.72856 2.61571 1.94238
C: 2.62985 3.97200 2.57467
N: -0.76873 1.44268 2.67424
N: -0.95907 0.11846 2.38556
C: -1.65494 -0.40541 3.38491
C: -2.02629 -1.85461 3.39006
C: -1.91446 0.57516 4.35343
C: -1.32993 1.72706 3.86942
C: -1.30936 3.08442 4.49557
H: -2.37082 1.13735 -4.59723
H: -0.70063 1.72621 -4.65081
H: -1.03106 0.05002 -4.17554
H: -2.46921 3.52300 -3.00777
H: -2.88893 4.76064 0.35283
H: -2.76242 3.58635 1.67660
H: -1.41701 4.68220 1.31983
H: 0.11801 3.47525 2.28722
H: 2.56405 -0.45335 -2.08005
H: 4.10909 0.37882 -2.31788
H: 4.05034 -1.15194 -1.41878
H: 4.85413 2.82164 1.75877
H: 3.60667 4.25778 2.96464
H: 2.33415 4.72647 1.83890
H: 1.90055 3.98063 3.37824
H: -1.16793 -2.47041 3.11674
H: -2.36423 -2.15531 4.38031
H: -2.83039 -2.06515 2.67980
H: -2.45257 0.46078 5.28146
H: -1.72954 3.01981 5.49750
H: -0.29986 3.48698 4.57173
H: -1.90386 3.79867 3.92358

Its LUMO energy (alpha / beta) is -3.35 / -3.47 eV. Its largest force on an atom is 1.1 eV/Å. The value obtained for the HOMO energy (alpha / beta) is -0.3402 / -0.3588 Eh. The spin multiplicity is 4. The total charge is +1. Its HOMO-LUMO gap (alpha / beta) is 5.9 / 6.3 eV.

---

- The highest total charge belongs to which entry?
  C51H66BN10Re

---

- What is the total charge in the second record?
  +1

---

- total charge of number 1 (C16H26N2OS)?
  0